Entry i
The following is a DFT calculation (the ωB97M-V functional and the def2-TZVPD basis) of a cluster of 2 separate species, C4H10N3O in total.

Summary:
Kohn-Sham gap (spin up / spin down) = 5.292 / 8.111 eV
charge = +1
HOMO (spin up / spin down) = -9.3570 / -15.8238 eV
multiplicity = 3
LUMO energy (spin up / spin down) = -4.07 / -7.71 eV

Element x y z (Å)
C -1.6770 1.2111 -0.0679
C -2.8209 0.6252 0.6460
C 3.2272 0.0008 0.5537
C -0.2489 -1.6716 -1.1063
N 2.2267 0.8606 0.1489
N 1.5317 1.6839 -0.1918
N -0.5862 0.6097 -0.2738
O -0.3563 -0.7521 0.0543
H -1.7420 2.2165 -0.3605
H -3.3195 1.4922 1.0339
H -3.3432 -0.1337 -0.0668
H -2.3397 0.0346 1.4624
H 4.2594 0.2734 0.0955
H 2.6806 -0.9098 0.1707
H 3.3491 -0.0292 1.6817
H 0.2907 -1.1100 -1.8486
H -1.2798 -1.8834 -1.4954
H 0.1481 -2.5182 -0.4359

The molecule's Mulliken atomic charges, reported in e, are given here:
1 C -0.0038
2 C -0.7902
3 C -0.4012
4 C -0.4956
5 N 0.4730
6 N -0.6714
7 N 0.0191
8 O -0.1073
9 H 0.4467
10 H 0.3182
11 H 0.3017
12 H 0.3019
13 H 0.2736
14 H 0.2006
15 H 0.2507
16 H 0.3290
17 H 0.3072
18 H 0.2479

---

Entry ii
The following is a DFT calculation (the ωB97M-V functional and the def2-TZVPD basis) of a cluster of 2 separate species, C4H10N3O in total.

Summary:
Kohn-Sham gap (spin up / spin down) = 6.814 / 5.809 eV
charge = +1
HOMO (spin up / spin down) = -9.7185 / -13.4398 eV
multiplicity = 3
LUMO energy (spin up / spin down) = -2.90 / -7.63 eV

Element x y z (Å)
C -0.7255 -0.9234 -0.9954
C 3.7987 0.1804 0.8568
C 0.2330 -1.5184 -1.8742
C -2.8826 1.4105 0.7058
N -1.5929 -0.4278 -0.3767
N 2.7477 -0.3849 0.4152
N -2.5204 0.0246 0.4234
O 1.4962 0.0194 0.7656
H 3.5092 1.0686 1.4964
H 4.7402 -0.2360 0.4703
H -0.2189 -2.3448 -2.2941
H 1.1544 -1.6190 -1.3342
H 0.4377 -0.8355 -2.8150
H -3.9618 1.6755 0.7431
H -2.5307 1.7150 1.8100
H -2.2830 1.9531 -0.0447
H -3.0951 -0.6513 0.8935
H 1.6938 0.8941 1.1542

The molecule's Mulliken atomic charges, reported in e, are given here:
1 C 0.4689
2 C -0.1778
3 C -0.8844
4 C -0.6089
5 N 0.0586
6 N -0.3339
7 N -0.1192
8 O -0.2038
9 H 0.1660
10 H 0.2743
11 H 0.3279
12 H 0.3237
13 H 0.2419
14 H 0.3073
15 H 0.2872
16 H 0.3375
17 H 0.2763
18 H 0.2584

---

Sorted by energy, starting with the most stable: entry i, entry ii.

---

Entry i
The following is a DFT calculation (the ωB97M-V functional and the def2-TZVPD basis) of a cluster of 2 separate species, C3H3FS2 in total.

Summary:
Kohn-Sham gap (spin up / spin down) = 6.574 / 6.577 eV
HOMO (spin up / spin down) = -8.9198 / -8.9203 eV
LUMO energy (spin up / spin down) = -2.35 / -2.34 eV

Element x y z (Å)
C 0.6234 0.0452 -0.3252
C -0.4612 0.4078 0.2529
C 1.9414 0.1996 0.2084
F -3.9350 -0.4477 0.4858
S 3.1742 -0.7689 -0.3976
S -3.0075 -0.8070 -0.8428
H 0.3953 -0.6553 -1.1164
H -1.0651 0.8649 1.0409
H 2.3343 1.1613 0.6940

The molecule's Mulliken atomic charges, reported in e, are given here:
1 C 0.1972
2 C -0.4724
3 C -0.2692
4 F -0.2379
5 S -0.1648
6 S 0.0014
7 H 0.2892
8 H 0.3427
9 H 0.3139

---

Entry ii
The following is a DFT calculation (the ωB97M-V functional and the def2-TZVPD basis) of an isolated molecule of C3H3FS2.

Summary:
Kohn-Sham gap = 8.034 eV
structure (SMILES) = C=C(F)C(=S)S
HOMO = -9.1069 eV
LUMO energy = -1.07 eV

Element x y z (Å)
C -1.1588 -0.6233 0.9433
C -0.0987 0.0507 0.4693
F 0.7469 0.6698 1.3306
C 0.2946 0.1502 -1.0174
S -0.7375 -0.4502 -2.1426
S 1.7187 1.0686 -1.4926
H -1.3460 -0.6669 2.0155
H -1.9096 -1.0961 0.3074
H 2.4904 0.8973 -0.4135

The molecule's Mulliken atomic charges, reported in e, are given here:
1 C -0.7202
2 C 0.5077
3 F -0.2480
4 C 0.1632
5 S -0.2545
6 S -0.1384
7 H 0.2821
8 H 0.2579
9 H 0.1502

---

Sorted by energy, starting with the most stable: entry ii, entry i.

---

Entry i
The following is a DFT calculation (the ωB97M-V functional and the def2-TZVPD basis) of a cluster of 2 separate species, C4H12NO2 in total.

Summary:
Kohn-Sham gap (spin up / spin down) = 11.056 / 7.687 eV
HOMO (spin up / spin down) = -10.1564 / -9.8308 eV
multiplicity = 2
LUMO energy (spin up / spin down) = 0.90 / -2.14 eV

Element x y z (Å)
C 0.5686 1.4716 -0.1025
N 0.6558 0.0478 0.1396
C 0.6254 -0.9045 -0.9611
O -0.6869 -1.0496 -1.2720
C 1.0059 2.2934 1.1235
C 0.0386 2.0462 2.3014
H -0.4640 1.7395 -0.3557
H 1.1645 1.8294 -0.9449
H 0.0364 -0.2271 0.8831
H 1.1116 -1.7723 -0.4890
H 1.1720 -0.5943 -1.8570
H 1.9984 1.9600 1.4086
H 1.0152 3.3253 0.7797
H -0.9615 1.8391 1.9096
H -0.0457 2.9668 2.8689
H 0.3254 1.1921 2.9055
H -2.5774 -3.2095 -0.9096
H -1.3285 -2.4838 -1.1791
O -1.6797 -3.3890 -1.2196

The molecule's Mulliken atomic charges, reported in e, are given here:
1 C -0.6423
2 N -0.2208
3 C -0.2942
4 O -0.5442
5 C -0.4128
6 C -1.1551
7 H 0.3388
8 H 0.3908
9 H 0.2503
10 H 0.3167
11 H 0.3109
12 H 0.2823
13 H 0.3562
14 H 0.3359
15 H 0.3391
16 H 0.3109
17 H 0.2855
18 H 0.4275
19 O -0.6757

---

Entry ii
The following is a DFT calculation (the ωB97M-V functional and the def2-TZVPD basis) of a cluster of 2 separate species, C4H12NO2 in total.

Summary:
Kohn-Sham gap (spin up / spin down) = 3.721 / 7.732 eV
HOMO (spin up / spin down) = -3.5050 / -7.6390 eV
multiplicity = 2
LUMO energy (spin up / spin down) = 0.22 / 0.09 eV

Element x y z (Å)
O -2.0774 -1.7301 0.0137
C -1.6889 -1.1002 0.9715
C -0.8361 0.1874 0.7989
N -0.2575 -0.0753 -0.6296
C -1.3385 0.3164 -1.7411
C 0.5459 0.1649 1.6396
H -1.8479 -1.5113 2.0213
H -1.3793 1.1089 1.0112
H 0.6510 0.4009 -0.6118
H 0.0744 -1.1899 -0.8059
H -2.2788 0.9252 -1.3426
H -1.8747 -0.6549 -1.9463
H -0.8299 0.8487 -2.5293
H 0.8010 1.2989 1.7261
H 1.4891 -0.4231 1.2094
H 0.3704 -0.1714 2.6360
H 4.0431 0.2072 -0.3545
H 3.2650 0.8429 -1.4429
O 3.1693 0.5548 -0.6234

The molecule's Mulliken atomic charges, reported in e, are given here:
1 O -0.6308
2 C -0.3708
3 C 0.0736
4 N -0.3343
5 C -0.7752
6 C -1.2177
7 H 0.3449
8 H 0.3073
9 H 0.3078
10 H 0.4584
11 H 0.2387
12 H 0.3196
13 H 0.3650
14 H 0.3320
15 H 0.1639
16 H 0.4361
17 H 0.3116
18 H 0.2560
19 O -0.5861

---

Sorted by energy, starting with the most stable: entry i, entry ii.

---

Entry i
The following is a DFT calculation (the ωB97M-V functional and the def2-TZVPD basis) of an isolated molecule of C6H10S2.

Summary:
Kohn-Sham gap = 8.110 eV
structure (SMILES) = CC(C)=C(C)C(=S)S
HOMO = -8.3741 eV
LUMO energy = -0.26 eV

Element x y z (Å)
C -2.1067 0.0275 -0.0057
C -0.6279 0.4258 0.2875
C -0.6406 1.6709 1.1029
C 0.3259 -0.3243 -0.2930
C 0.2284 -1.5659 -1.1612
C 1.8882 0.0679 -0.0068
S 2.6058 1.4104 -0.4863
S 2.8573 -1.1582 0.7987
H -2.2701 0.5658 -0.8844
H -2.1178 -1.1010 -0.0866
H -2.7830 0.5698 0.7878
H -0.7111 1.3318 2.0582
H -1.5075 2.3334 0.7098
H 0.3320 2.2442 1.0469
H 0.8588 -1.5952 -1.9850
H -0.8415 -1.6718 -1.5136
H 0.5548 -2.3061 -0.3902
H 3.9547 -0.9252 0.0211

The molecule's Mulliken atomic charges, reported in e, are given here:
1 C -1.4868
2 C 1.0211
3 C -1.2162
4 C 0.1540
5 C -1.3810
6 C -0.0341
7 S -0.1987
8 S -0.1927
9 H 0.3932
10 H 0.3790
11 H 0.3533
12 H 0.3767
13 H 0.3302
14 H 0.2736
15 H 0.3613
16 H 0.3192
17 H 0.3829
18 H 0.1652

---

Entry ii
The following is a DFT calculation (the ωB97M-V functional and the def2-TZVPD basis) of a structure of composition C6H10S2.

Summary:
Kohn-Sham gap = 7.280 eV
HOMO = -8.7340 eV
LUMO energy = -1.45 eV

Element x y z (Å)
C -1.9018 0.5608 0.0362
C -0.8711 -0.6011 0.3988
C -0.6789 -1.5424 -0.8001
C 0.8140 -0.3282 0.8588
C 1.7138 0.2974 -0.0249
C 1.8661 1.8161 0.0015
H -2.8481 -0.0996 -0.2931
H -1.4521 1.2521 -0.7975
H -2.1870 1.2127 0.9284
H -1.2775 -1.1374 1.1864
H 0.7963 -2.1826 -0.7173
H -1.5783 -2.1833 -0.9908
H -0.6927 -0.6101 -1.7611
H 1.1367 -1.3024 1.1019
H 0.8299 0.1264 1.7767
H 2.2000 2.3648 -1.0296
S 2.6505 -0.5198 -0.9859
S 1.4803 2.8765 1.1116

The molecule's Mulliken atomic charges, reported in e, are given here:
1 C -1.0673
2 C 0.2415
3 C -0.8269
4 C -1.7661
5 C 0.7691
6 C -0.3114
7 H 0.2863
8 H 0.2797
9 H 0.3120
10 H 0.4006
11 H 0.1771
12 H 0.3513
13 H 0.1580
14 H 0.5459
15 H 0.6380
16 H 0.2392
17 S -0.2292
18 S -0.1979

---

Sorted by energy, starting with the most stable: entry i, entry ii.